(1)
The following is a quantum chemistry calculation of a structure of composition C36H60As2BaClN4O2PSe2 in a non-equilibrium geometry, from the OMol25 dataset.

Largest force on an atom (Eh/bohr): 0.0816
LUMO level (eV): -0.11
Energy relative to the best compared isomer or geometry (same formula, charge and spin) (kcal/mol): 67.1
HOMO-LUMO gap (eV): 6.77

The geometry in ORCA input format:
```
! RIJCOSX wB97M-V def2-TZVPD def2/J DEFGRID3
* xyz 0 1
Ba 0.175 0.660 -0.588
C 1.183 5.087 -0.736
As 0.161 3.547 -0.128
C -1.619 4.242 -0.518
C 0.115 3.879 1.830
C 0.655 5.040 2.394
C 0.591 5.275 3.767
C -0.022 4.345 4.601
C -0.536 3.176 4.055
C -0.467 2.924 2.687
As -1.140 1.189 2.023
C -0.366 0.014 3.377
C -2.939 1.294 2.764
H 0.753 6.030 -0.416
H 1.176 5.043 -1.822
H 2.207 5.011 -0.397
H -1.734 5.247 -0.127
H -2.365 3.590 -0.074
H -1.751 4.223 -1.599
H 1.138 5.775 1.760
H 1.018 6.182 4.181
H -0.094 4.523 5.670
H -0.988 2.450 4.715
H -0.847 0.158 4.339
H 0.695 0.229 3.451
H -0.490 -1.023 3.064
H -2.928 1.706 3.770
H -3.368 0.296 2.788
H -3.557 1.924 2.129
Cl 7.196 -0.830 1.045
C 5.513 -0.364 1.104
C 5.142 0.808 1.803
C 3.840 1.212 1.846
C 2.810 0.502 1.149
O 1.602 0.959 1.128
C 3.197 -0.723 0.487
C 2.244 -1.618 -0.131
O 1.032 -1.409 -0.280
C 4.566 -1.110 0.493
H 5.914 1.386 2.304
H 3.544 2.107 2.385
H 2.647 -2.587 -0.460
H 4.853 -2.027 -0.018
C -4.327 -0.646 -1.014
Se -2.759 -1.771 -1.213
C -2.785 -2.474 0.619
C -2.362 -3.935 0.695
Se -0.512 -4.286 0.220
C -0.666 -6.185 0.546
H -4.163 0.100 -0.242
H -5.193 -1.259 -0.780
H -4.476 -0.146 -1.968
H -3.812 -2.392 0.966
H -2.157 -1.839 1.231
H -2.970 -4.525 0.016
H -2.492 -4.305 1.707
H -1.429 -6.615 -0.099
H -0.907 -6.364 1.591
H 0.297 -6.632 0.316
N -0.577 1.567 -2.565
P -0.469 1.397 -4.082
N -1.923 1.665 -4.984
C -2.364 3.108 -4.927
C -3.883 3.259 -5.110
C -4.411 2.160 -6.032
C -4.221 0.793 -5.353
C -3.025 0.826 -4.404
N 0.568 2.440 -4.894
C 1.861 2.766 -4.255
C 2.351 4.155 -4.711
C 1.160 5.037 -5.086
C 0.475 4.452 -6.332
C 0.486 2.908 -6.277
N 0.037 -0.112 -4.595
C 0.718 -0.366 -5.861
C -0.070 -1.360 -6.709
C -0.298 -2.666 -5.930
C -0.952 -2.384 -4.570
C -0.142 -1.344 -3.810
H -1.884 3.645 -5.741
H -2.048 3.572 -3.989
H -4.084 4.245 -5.532
H -4.400 3.212 -4.143
H -3.850 2.192 -6.972
H -5.463 2.323 -6.274
H -4.086 0.011 -6.106
H -5.118 0.540 -4.777
H -2.656 -0.181 -4.230
H -3.313 1.212 -3.428
H 2.623 2.011 -4.489
H 1.705 2.756 -3.187
H 3.000 4.056 -5.588
H 2.954 4.605 -3.920
H 1.473 6.065 -5.270
H 0.448 5.049 -4.256
H 0.995 4.781 -7.236
H -0.547 4.829 -6.393
H 1.357 2.543 -6.833
H -0.395 2.484 -6.754
H 1.707 -0.793 -5.651
H 0.869 0.562 -6.402
H 0.468 -1.555 -7.643
H -1.040 -0.907 -6.961
H 0.672 -3.167 -5.772
H -0.922 -3.345 -6.513
H -1.031 -3.294 -3.966
H -1.969 -2.012 -4.740
H 0.842 -1.784 -3.590
H -0.610 -1.084 -2.872
*
```

Löwdin atomic charge list, values in e, 6 entries:
1. Ba 1.6103
2. C -0.3039
3. As 1.0251
4. C -0.2874
5. C -0.3929
6. C -0.1054


(2)
The following is a quantum chemistry calculation of a cluster of 4 separate species, C36H60BrN4O5P in total in a non-equilibrium geometry, from the OMol25 dataset.

Largest force on an atom (Eh/bohr): 0.0289
LUMO level (eV): -0.17
HOMO-LUMO gap (eV): 7.74

The geometry in ORCA input format:
```
! RIJCOSX wB97M-V def2-TZVPD def2/J DEFGRID3
* xyz 0 1
C 7.450 0.895 2.751
C 7.397 -0.341 3.647
N 6.238 -0.410 4.552
C 4.979 -0.197 3.976
C 4.081 0.723 4.573
C 2.831 0.958 4.091
C 1.956 1.997 4.744
C 1.513 3.114 3.799
C 2.683 3.968 3.260
N 2.592 4.245 1.826
C 2.773 3.023 1.039
C 4.164 2.831 0.492
C 5.287 3.379 1.089
C 6.556 3.170 0.572
C 6.719 2.398 -0.565
C 5.611 1.836 -1.172
C 4.349 2.049 -0.642
O 3.239 1.481 -1.225
C 2.414 0.232 2.941
N 1.172 0.419 2.424
C 0.855 -0.199 1.317
P -0.819 0.069 0.604
C -1.349 1.490 1.613
C -0.394 0.973 -0.954
C 1.788 -1.080 0.686
C 1.420 -1.830 -0.566
C 2.372 -1.588 -1.705
O 3.354 -0.926 -1.754
Br 1.733 -2.502 -3.336
N 2.969 -1.307 1.175
C 3.321 -0.653 2.314
C 4.592 -0.873 2.851
H 8.487 1.105 2.492
H 7.049 1.762 3.277
H 6.884 0.763 1.832
H 8.280 -0.352 4.285
H 7.439 -1.250 3.050
H 6.377 0.280 5.279
H 4.413 1.263 5.453
H 1.090 1.532 5.217
H 2.538 2.450 5.551
H 0.807 3.759 4.328
H 0.974 2.704 2.954
H 2.726 4.918 3.796
H 3.620 3.445 3.455
H 1.670 4.613 1.634
H 2.537 2.148 1.648
H 2.082 3.010 0.199
H 5.188 4.010 1.961
H 7.408 3.622 1.059
H 7.704 2.239 -0.979
H 5.715 1.226 -2.060
H 3.465 0.593 -1.522
H -1.747 1.169 2.570
H -0.503 2.154 1.772
H -2.099 2.053 1.060
H -0.368 0.302 -1.810
H 0.568 1.479 -0.863
H -1.159 1.730 -1.113
H 0.429 -1.584 -0.939
H 1.425 -2.898 -0.346
H 5.257 -1.576 2.370
C -4.479 -4.170 -4.047
C -4.508 -2.697 -4.413
O -3.659 -1.882 -3.624
C -2.281 -2.199 -3.670
C -1.660 -2.102 -5.052
H -4.731 -4.310 -2.996
H -5.201 -4.723 -4.649
H -3.498 -4.616 -4.219
H -5.509 -2.297 -4.248
H -4.286 -2.563 -5.479
H -2.098 -3.191 -3.239
H -1.807 -1.476 -3.005
H -2.085 -2.826 -5.749
H -0.590 -2.296 -4.984
H -1.807 -1.105 -5.471
C -6.618 -8.143 -6.329
C -6.118 -8.393 -4.916
O -6.480 -7.389 -3.986
C -7.868 -7.181 -3.800
C -8.619 -8.402 -3.297
H -6.268 -7.175 -6.692
H -6.246 -8.920 -6.997
H -7.707 -8.151 -6.387
H -5.028 -8.399 -4.908
H -6.442 -9.380 -4.566
H -8.329 -6.803 -4.720
H -7.932 -6.382 -3.062
H -8.601 -9.222 -4.016
H -9.663 -8.146 -3.115
H -8.182 -8.761 -2.364
C -4.676 6.091 1.633
C -3.871 5.074 2.423
O -2.587 4.808 1.888
C -1.702 5.910 1.803
C -1.380 6.555 3.140
H -4.779 5.772 0.595
H -5.671 6.193 2.066
H -4.210 7.077 1.638
H -4.382 4.111 2.410
H -3.796 5.378 3.473
H -2.081 6.657 1.097
H -0.790 5.499 1.366
H -2.261 7.002 3.604
H -0.644 7.347 3.001
H -0.971 5.817 3.832
*
```

Löwdin atomic charge list, values in e, 6 entries:
1. C -0.0869
2. C -0.2496
3. N 0.0071
4. C -0.2674
5. C 0.0331
6. C -0.1595


(3)
The following is a quantum chemistry calculation of a cluster of 12 separate species, C36H60Cl12O18 in total in a non-equilibrium geometry, from the OMol25 dataset.

Largest force on an atom (Eh/bohr): 0.0820
LUMO level (eV): 0.06
Energy relative to the best compared isomer or geometry (same formula, charge and spin) (kcal/mol): 0.0
HOMO-LUMO gap (eV): 10.76

The geometry in ORCA input format:
```
! RIJCOSX wB97M-V def2-TZVPD def2/J DEFGRID3
* xyz 0 1
C -0.451 -2.502 -4.397
C -0.353 -1.485 -5.475
C -1.679 -1.172 -6.103
O -1.711 0.237 -6.074
C -0.713 0.782 -5.341
O -0.593 1.967 -5.060
O 0.053 -0.250 -4.902
H 0.540 -2.858 -4.116
H -1.020 -3.346 -4.788
H -1.067 -2.140 -3.574
H 0.453 -1.724 -6.168
H -2.475 -1.581 -5.481
H -1.779 -1.725 -7.037
C 3.833 5.233 1.584
C 3.794 4.207 0.446
C 5.098 3.631 0.033
O 4.858 2.251 -0.134
C 3.636 1.923 0.324
O 3.133 0.832 0.432
O 3.078 3.016 0.782
H 2.796 5.441 1.850
H 4.239 6.228 1.404
H 4.321 4.802 2.458
H 3.364 4.695 -0.428
H 5.864 3.768 0.796
H 5.317 4.124 -0.914
C 0.369 2.667 3.644
C -0.099 2.307 5.067
C -1.139 1.165 5.070
O -0.667 0.266 6.039
C 0.517 0.662 6.475
O 1.099 0.134 7.398
O 0.959 1.802 5.818
H -0.490 2.690 2.974
H 0.984 1.857 3.250
H 0.982 3.561 3.536
H -0.389 3.216 5.594
H -1.327 0.723 4.092
H -2.076 1.664 5.314
C 5.085 -2.774 0.176
C 3.736 -3.218 -0.294
C 2.898 -2.229 -1.030
O 2.834 -2.711 -2.339
C 3.297 -3.975 -2.381
O 3.372 -4.611 -3.420
O 3.908 -4.301 -1.256
H 4.970 -1.775 0.596
H 5.730 -2.684 -0.699
H 5.601 -3.391 0.911
H 3.031 -3.531 0.476
H 3.490 -1.315 -0.984
H 1.894 -2.033 -0.654
C -3.042 4.283 0.224
C -3.943 3.075 0.440
C -4.439 2.783 1.863
O -5.824 2.868 1.652
C -6.089 2.912 0.353
O -7.169 2.668 -0.155
O -5.045 3.387 -0.355
H -3.005 4.425 -0.856
H -2.054 4.019 0.600
H -3.345 5.236 0.657
H -3.410 2.217 0.030
H -4.110 3.610 2.492
H -4.178 1.803 2.262
C -5.004 -4.319 3.106
C -3.564 -4.092 2.921
C -3.158 -3.478 1.572
O -2.099 -2.602 1.916
C -2.104 -2.423 3.266
O -1.275 -1.756 3.895
O -3.144 -3.107 3.822
H -5.543 -3.385 2.946
H -5.126 -4.801 4.076
H -5.427 -5.018 2.385
H -3.054 -5.054 2.973
H -3.926 -2.982 0.978
H -2.667 -4.277 1.016
Cl 4.935 -0.078 -3.405
C 3.456 0.485 -4.255
C 2.785 1.560 -3.411
Cl 3.736 3.110 -3.293
H 2.787 -0.363 -4.403
H 3.742 0.886 -5.228
H 2.662 1.221 -2.382
H 1.775 1.771 -3.762
Cl -0.338 1.639 -1.448
C -0.127 -0.021 -0.718
C -0.009 0.025 0.857
Cl -1.519 0.735 1.490
H 0.826 -0.370 -1.115
H -0.941 -0.665 -1.051
H 0.820 0.615 1.247
H 0.051 -0.933 1.373
Cl 0.474 5.310 -0.129
C 0.507 4.971 -1.908
C 0.211 6.309 -2.620
Cl 0.513 6.033 -4.347
H -0.168 4.171 -2.213
H 1.525 4.711 -2.195
H 0.836 7.183 -2.435
H -0.844 6.517 -2.446
Cl -0.116 -5.355 1.412
C -0.660 -5.997 -0.179
C -0.067 -5.158 -1.349
Cl -0.525 -3.426 -1.246
H -1.741 -5.887 -0.269
H -0.423 -7.056 -0.289
H -0.480 -5.535 -2.284
H 1.011 -5.272 -1.463
Cl 3.184 -4.777 3.691
C 1.965 -3.715 4.362
C 2.409 -2.246 4.232
Cl 2.622 -1.678 2.567
H 1.695 -4.009 5.376
H 1.070 -3.871 3.759
H 3.322 -2.071 4.802
H 1.694 -1.553 4.676
Cl -4.402 -2.272 -1.878
C -4.321 -0.506 -1.530
C -3.595 0.204 -2.660
Cl -4.485 0.052 -4.204
H -3.799 -0.377 -0.582
H -5.302 -0.030 -1.543
H -2.543 -0.065 -2.754
H -3.568 1.266 -2.415
*
```

Löwdin atomic charge list, values in e, 6 entries:
1. C -0.0488
2. C -0.3396
3. C -0.1164
4. O 0.0544
5. C -0.5102
6. O 0.1124


(4)
The following is a quantum chemistry calculation of a structure of composition C36H60CrOP2 in a non-equilibrium geometry, from the OMol25 dataset.

Largest force on an atom (Eh/bohr): 0.1014
LUMO level (alpha / beta) (eV): -4.73 / -4.45
Energy relative to the best compared isomer or geometry (same formula, charge and spin) (kcal/mol): 125.5
HOMO-LUMO gap (alpha / beta) (eV): 1.59 / 1.71

The geometry in ORCA input format:
```
! RIJCOSX wB97M-V def2-TZVPD def2/J DEFGRID3
* xyz 1 4
Cr 0.299 0.150 -3.351
C -0.460 -0.266 -1.376
C -1.517 0.143 -2.264
C -0.545 -1.790 -3.134
C 0.182 -1.422 -1.944
C -1.594 -0.822 -3.333
C -0.265 0.204 0.021
H -0.777 1.158 0.195
H 0.801 0.343 0.239
H -0.647 -0.519 0.761
C 1.234 -2.242 -1.278
H 1.968 -1.590 -0.786
H 1.774 -2.865 -2.000
H 0.810 -2.910 -0.513
C -0.426 -3.099 -3.840
H -1.164 -3.820 -3.453
H 0.570 -3.529 -3.694
H -0.600 -2.993 -4.919
C -2.719 -0.951 -4.308
H -3.546 -1.546 -3.886
H -2.396 -1.448 -5.232
H -3.124 0.036 -4.571
C -2.503 1.233 -2.001
H -3.336 0.892 -1.369
H -2.933 1.613 -2.936
H -2.017 2.072 -1.487
C 2.103 1.988 1.903
C 1.487 3.029 2.487
C 1.448 4.416 1.927
C 2.837 4.913 1.374
C 3.065 4.864 -0.070
C 2.246 4.100 -0.984
C 1.797 2.706 -0.468
C 2.746 2.047 0.552
H 1.134 5.099 2.733
H 3.661 4.388 1.889
H 0.700 4.534 1.125
H 3.723 2.556 0.588
H 2.118 1.001 2.387
H 0.946 2.858 3.426
H 2.967 1.016 0.224
H 0.785 2.803 -0.061
H 1.365 4.694 -1.314
H 1.677 1.998 -1.310
H 2.926 5.970 1.694
H 3.746 5.601 -0.490
P 2.984 3.598 -2.670
P 0.953 0.828 -5.159
C 1.932 3.198 -4.074
C 2.372 1.973 -4.903
H 1.927 4.080 -4.737
H 0.910 3.098 -3.654
H 2.734 2.305 -5.884
H 3.169 1.381 -4.429
C 1.532 -0.297 -6.463
H 0.848 -1.156 -6.500
H 2.534 -0.663 -6.204
H 1.555 0.201 -7.443
C -0.311 1.897 -5.945
H -0.191 1.904 -7.033
H -0.243 2.922 -5.562
H -1.303 1.500 -5.692
C 4.366 2.491 -2.355
H 4.959 2.843 -1.497
H 5.017 2.494 -3.240
H 4.036 1.463 -2.160
C 3.758 5.171 -3.160
H 2.987 5.940 -3.310
H 4.292 5.011 -4.109
H 4.474 5.519 -2.403
C -1.052 -2.668 4.676
C 0.302 -3.374 4.585
C 0.589 -3.763 3.132
C 1.447 -2.559 5.183
C 2.350 -3.151 6.041
C 3.425 -2.432 6.583
C 3.566 -1.067 6.308
C 2.667 -0.406 5.497
C 2.686 1.099 5.287
C 1.450 1.760 5.889
C 3.956 1.773 5.804
C 1.657 -1.178 4.773
O 1.032 -0.674 3.801
H -1.021 -1.744 4.090
H -1.284 -2.424 5.717
H -1.838 -3.324 4.287
H 0.252 -4.296 5.181
H 0.669 -2.854 2.522
H 1.531 -4.319 3.060
H -0.218 -4.391 2.739
H 2.214 -4.204 6.297
H 4.133 -2.931 7.239
H 4.390 -0.505 6.758
H 2.644 1.263 4.201
H 1.445 1.625 6.978
H 1.448 2.834 5.672
H 0.541 1.318 5.474
H 4.849 1.265 5.426
H 3.988 2.816 5.462
H 3.976 1.772 6.902
*
```

Löwdin atomic charge list, values in e, 6 entries:
1. Cr 0.5303
2. C -0.2579
3. C -0.2817
4. C -0.2812
5. C -0.2813
6. C -0.2871


Number 1: electronic energy -11878.6967 hartree. Number 2: electronic energy -4918.2998 hartree. Number 3: electronic energy -8284.4467 hartree. Number 4: electronic energy -3209.6344 hartree.